118
Properties=species:S:1:pos:R:3 method="wB97M-V/def2-TZVPD" total_energy_ev=-288025.33385 e_above_lowest_kj_mol=0.0 homo_ev="-9.6 / -10.1" e_lumo_ev="-3.10 / -3.41" multiplicity=5 max_force_ev_per_a=3.3 homo_lumo_gap_ev="6.52 / 6.69" charge=+1
Fe 12.491 13.193 14.263
C 8.381 13.077 10.443
C 8.100 11.630 10.589
C 6.872 11.034 10.212
C 6.616 9.653 10.399
C 7.638 8.835 10.982
C 8.869 9.405 11.273
C 9.100 10.731 11.026
N 10.393 11.302 11.207
C 10.916 11.561 12.491
N 10.102 11.331 13.559
C 10.487 11.177 14.896
C 11.591 11.910 15.349
C 11.784 11.955 16.732
C 10.982 11.224 17.609
C 10.012 10.374 17.110
C 9.638 10.507 15.765
C 8.334 9.904 15.315
N 12.062 12.143 12.635
C 12.884 12.266 11.430
C 12.662 13.376 10.641
C 14.725 13.534 9.090
C 14.971 12.021 9.026
C 14.727 11.143 10.041
C 13.795 11.213 11.160
C 13.677 9.965 11.955
H 7.528 13.583 10.019
H 9.248 13.285 9.780
H 8.601 13.594 11.401
H 6.104 11.662 9.823
H 5.630 9.176 10.342
H 7.489 7.765 11.073
H 9.650 8.746 11.630
H 11.009 11.365 10.413
H 9.304 10.872 13.260
H 12.588 12.506 17.251
H 11.181 11.253 18.665
H 9.401 9.738 17.708
H 7.743 9.424 16.112
H 8.457 9.185 14.486
H 7.667 10.787 15.017
H 11.880 14.085 11.030
H 14.974 13.994 8.137
H 15.386 11.534 8.109
H 15.009 10.105 9.887
H 13.244 10.160 12.954
H 14.633 9.331 12.065
H 12.972 9.327 11.494
Se 13.135 15.698 13.293
Se 15.039 16.022 14.624
C 15.555 14.209 14.775
C 16.917 13.984 14.759
C 17.402 12.701 14.750
C 16.497 11.678 14.831
C 15.150 11.942 14.919
N 14.666 13.199 14.832
C 11.804 15.961 14.682
C 11.445 17.168 15.225
C 10.339 17.125 16.042
C 9.762 15.915 16.474
C 10.254 14.743 15.900
N 11.284 14.810 15.039
H 17.504 14.853 14.830
H 18.460 12.550 14.768
H 16.772 10.667 14.833
H 14.472 11.180 15.262
H 12.005 18.098 14.911
H 10.010 18.052 16.444
H 8.914 15.847 17.195
H 9.898 13.777 16.241
Cl 10.276 17.902 12.072
C 9.665 19.586 12.474
Cl 8.151 20.126 11.792
H 10.427 20.251 12.171
H 9.588 19.709 13.545
F 22.594 14.030 8.129
C 21.437 13.395 8.033
F 21.623 12.083 8.204
F 21.003 13.630 6.802
C 20.461 13.988 9.038
C 19.755 13.152 9.859
C 18.762 13.746 10.663
C 18.519 15.128 10.662
C 19.324 15.915 9.824
C 20.276 15.389 8.963
P 17.090 15.839 11.587
C 17.453 17.661 11.382
C 17.548 18.495 10.239
C 17.941 19.868 10.279
C 18.364 20.404 11.447
C 18.361 19.645 12.641
C 17.856 18.306 12.591
C 18.739 21.854 11.458
F 19.226 22.312 12.663
F 19.629 22.167 10.543
F 17.663 22.628 11.196
C 15.732 15.396 10.469
C 14.806 16.407 10.043
C 13.589 16.261 9.379
C 12.892 15.159 9.082
C 13.254 13.762 9.300
C 15.610 14.099 10.185
C 11.479 15.514 8.527
F 11.050 14.483 7.803
F 11.408 16.571 7.778
F 10.542 15.704 9.497
H 19.921 12.135 9.920
H 18.342 13.001 11.423
H 19.240 16.947 9.947
H 20.920 15.976 8.307
H 17.230 18.111 9.241
H 17.763 20.473 9.395
H 18.693 20.092 13.528
H 17.843 17.738 13.525
H 15.136 17.414 10.106
H 13.094 17.190 9.232
H 12.776 13.158 8.517
H 16.283 13.353 10.611


14
Properties=species:S:1:pos:R:3 method="wB97M-V/def2-TZVPD" total_energy_ev=-28996.67964 e_above_lowest_kj_mol=316.1 homo_ev=-9.1 e_lumo_ev=0.61 max_force_ev_per_a=3.8 homo_lumo_gap_ev=9.67
C -1.014 1.509 0.050
C -0.935 0.354 -0.953
C 0.109 0.903 0.764
C 0.243 -0.298 -0.185
C 0.452 -1.712 0.013
O 2.806 0.352 0.229
S -2.460 0.310 0.081
S 1.604 0.952 -0.357
H -1.278 2.588 0.218
H -1.193 0.404 -2.030
H 0.229 0.930 1.896
H 1.421 -1.815 0.636
H 0.408 -2.306 -1.006
H -0.392 -2.171 0.644


110
Properties=species:S:1:pos:R:3 method="wB97M-V/def2-TZVPD" total_energy_ev=-106672.35499 e_above_lowest_kj_mol=110.8 homo_ev="-9.2 / -9.3" e_lumo_ev="-3.35 / -3.35" max_force_ev_per_a=1.3 homo_lumo_gap_ev="5.87 / 5.99" charge=+1
W -0.156 0.033 -0.255
C -4.689 1.431 -3.964
N -3.495 1.160 -3.175
C -2.143 1.070 -3.718
C -1.398 0.753 -2.459
O -0.181 0.659 -2.265
N -2.206 0.668 -1.403
C -3.449 0.915 -1.871
N -4.533 0.978 -1.088
H -4.402 1.998 -4.845
H -5.381 2.037 -3.380
H -5.178 0.507 -4.274
H -1.810 2.021 -4.137
H -2.044 0.288 -4.472
H -4.392 0.784 -0.109
H -5.425 0.697 -1.467
O -0.551 -2.786 0.407
C -0.909 -2.595 -0.750
O -0.423 -1.684 -1.528
C -2.076 -3.404 -1.229
C -3.064 -2.788 -1.968
C -4.210 -3.481 -2.262
C -4.398 -4.796 -1.900
C -3.368 -5.396 -1.194
C -2.222 -4.726 -0.830
N -3.529 -6.823 -0.790
O -2.638 -7.311 -0.130
O -4.538 -7.382 -1.151
N -5.298 -2.750 -2.981
O -5.023 -1.629 -3.391
O -6.328 -3.347 -3.193
H -2.940 -1.769 -2.308
H -5.303 -5.331 -2.148
H -1.454 -5.224 -0.255
C -1.333 3.371 1.933
Si 0.553 3.279 1.878
C 1.084 2.177 3.298
C 1.194 4.990 2.244
Si 0.975 2.290 -0.224
Si 0.180 3.915 -1.739
C -1.701 4.085 -1.619
C 0.889 5.603 -1.361
C 0.563 3.534 -3.546
Si 3.174 1.936 -1.025
C 4.559 1.402 0.125
C 3.074 0.578 -2.332
C 3.876 3.464 -1.848
H -1.688 3.427 2.967
H -1.782 2.498 1.456
H -1.701 4.258 1.409
H 0.565 2.470 4.215
H 2.156 2.253 3.491
H 0.852 1.134 3.086
H 0.876 5.263 3.254
H 0.802 5.735 1.551
H 2.286 5.044 2.205
H -1.960 4.830 -0.863
H -2.192 3.158 -1.318
H -2.130 4.423 -2.568
H 0.467 6.006 -0.439
H 0.657 6.302 -2.170
H 1.976 5.572 -1.245
H 0.458 2.475 -3.790
H 1.582 3.814 -3.811
H -0.106 4.113 -4.191
H 4.471 0.385 0.510
H 4.667 2.072 0.985
H 5.484 1.460 -0.456
H 2.454 -0.279 -2.058
H 4.079 0.197 -2.542
H 2.661 0.969 -3.266
H 4.135 4.211 -1.091
H 3.199 3.938 -2.556
H 4.793 3.199 -2.382
C -3.379 -0.318 1.952
C -1.946 -0.662 2.293
C -1.533 -0.161 3.657
O -1.074 -0.121 1.289
H -4.053 -0.814 2.650
H -3.597 -0.693 0.948
H -3.547 0.761 1.999
H -1.825 -1.745 2.238
H -1.728 0.909 3.757
H -0.478 -0.341 3.852
H -2.116 -0.693 4.411
N 1.615 -0.790 0.670
S 1.559 -1.802 1.928
C 3.012 -1.390 2.896
C 3.575 -0.133 2.790
C 4.663 0.190 3.594
C 5.160 -0.732 4.500
C 4.575 -1.990 4.606
C 3.498 -2.326 3.806
C 2.085 -3.437 1.419
C 3.272 -3.591 0.716
C 3.644 -4.857 0.294
C 2.842 -5.953 0.590
C 1.667 -5.790 1.311
C 1.279 -4.523 1.726
H 2.501 -0.877 0.180
H 3.174 0.576 2.083
H 5.120 1.167 3.505
H 6.003 -0.474 5.129
H 4.964 -2.714 5.310
H 3.051 -3.309 3.885
H 3.910 -2.739 0.508
H 4.565 -4.989 -0.260
H 3.140 -6.941 0.263
H 1.047 -6.647 1.545
H 0.358 -4.377 2.275


111
Properties=species:S:1:pos:R:3 method="wB97M-V/def2-TZVPD" total_energy_ev=-119618.79095 homo_ev=-4.7 e_lumo_ev=1.76 max_force_ev_per_a=8.3 homo_lumo_gap_ev=6.43 charge=-1
C -2.491 -3.658 7.923
C -2.644 -3.093 6.362
O -3.796 -2.566 5.900
N -1.381 -3.208 5.487
C -0.720 -1.815 5.484
C 0.725 -1.860 4.681
C 0.680 -1.031 3.229
C 2.177 -0.430 2.940
Nb 2.638 0.038 0.760
Cl 1.544 -2.057 -0.091
C 4.613 -1.107 1.022
C 4.685 -2.219 -0.219
C 6.281 -2.398 -0.687
O 6.495 -1.542 -1.882
C 3.718 2.025 1.295
C 4.138 2.763 -0.146
C 4.881 4.212 0.060
C 3.887 5.498 -0.332
O 3.543 5.310 -1.753
C 3.201 6.580 -2.415
O 3.825 7.752 -2.263
H -3.131 -2.999 8.662
H -2.911 -4.754 7.948
H -1.339 -3.622 8.222
H -1.659 -3.456 4.496
H -1.508 -1.087 5.015
H -0.466 -1.488 6.597
H 1.622 -1.539 5.361
H 0.885 -3.005 4.388
H -0.090 -0.153 3.306
H 0.290 -1.805 2.443
H 2.243 0.606 3.529
H 3.032 -1.110 3.371
H 3.154 0.362 -0.967
H 1.135 1.011 0.508
H 5.576 -0.434 0.907
H 4.622 -1.755 2.016
H 4.204 -3.237 0.099
H 4.159 -1.698 -1.138
H 6.959 -2.005 0.190
H 6.569 -3.526 -0.854
H 6.262 -2.156 -2.663
H 2.949 2.739 1.823
H 4.683 1.847 1.940
H 3.170 2.860 -0.837
H 4.885 2.078 -0.777
H 5.332 4.357 1.131
H 5.783 4.233 -0.721
H 2.947 5.473 0.378
H 4.525 6.458 -0.106
H 2.314 6.540 -3.207
O -2.467 6.472 3.045
S -1.870 5.752 1.942
O -0.557 5.154 2.035
O -1.928 6.686 0.607
C -1.352 7.984 0.659
C 0.162 7.924 0.588
C -3.010 4.507 1.394
H -1.686 8.521 1.554
H -1.728 8.537 -0.208
H 0.580 7.450 1.481
H 0.587 8.929 0.510
H 0.486 7.331 -0.273
H -3.999 4.954 1.283
H -3.037 3.719 2.150
H -2.658 4.097 0.445
O -4.638 3.102 -1.218
S -4.458 1.761 -1.732
O -3.168 1.110 -1.746
O -5.106 1.676 -3.226
C -4.663 2.597 -4.213
C -3.296 2.221 -4.751
C -5.615 0.685 -0.924
H -4.667 3.619 -3.819
H -5.390 2.563 -5.032
H -2.527 2.323 -3.980
H -3.018 2.865 -5.590
H -3.283 1.178 -5.083
H -6.603 1.148 -0.940
H -5.282 0.546 0.107
H -5.626 -0.276 -1.442
O -1.617 -1.143 -7.330
S -1.610 -2.370 -6.564
O -2.532 -2.603 -5.475
O -0.093 -2.657 -6.038
C 0.565 -1.652 -5.280
C 0.048 -1.602 -3.855
C -1.720 -3.740 -7.687
H 0.475 -0.676 -5.769
H 1.630 -1.908 -5.264
H -0.993 -1.268 -3.825
H 0.641 -0.910 -3.251
H 0.082 -2.595 -3.395
H -1.002 -3.596 -8.495
H -2.736 -3.765 -8.088
H -1.515 -4.663 -7.142
O -1.615 -5.100 2.849
S -1.435 -6.441 2.336
O -0.145 -7.092 2.322
O -2.083 -6.526 0.842
C -1.641 -5.605 -0.145
C -0.273 -5.981 -0.684
C -2.593 -7.517 3.144
H -1.645 -4.583 0.248
H -2.367 -5.639 -0.964
H 0.496 -5.879 0.088
H 0.005 -5.337 -1.522
H -0.261 -7.024 -1.016
H -3.580 -7.054 3.127
H -2.259 -7.656 4.175
H -2.603 -8.478 2.625


9
Properties=species:S:1:pos:R:3 method="wB97M-V/def2-TZVPD" total_energy_ev=-22275.25649 e_above_lowest_kj_mol=0.0 homo_ev="-6.5 / -9.8" e_lumo_ev="1.01 / -2.25" multiplicity=3 max_force_ev_per_a=5.2 homo_lumo_gap_ev="7.46 / 7.53"
C -0.092 0.085 -0.608
C 0.152 1.072 0.442
P 0.620 -1.593 -0.233
S -0.922 0.393 -1.963
H -0.105 2.041 0.172
H -0.414 0.768 1.380
H 1.226 0.959 0.765
H 0.050 -1.512 0.881
H -0.516 -2.212 -0.836


19
Properties=species:S:1:pos:R:3 method="wB97M-V/def2-TZVPD" total_energy_ev=-18155.72741 smiles=C[C@@H](CS)NCN e_above_lowest_kj_mol=221.1 homo_ev=-8.4 e_lumo_ev=0.87 max_force_ev_per_a=4.3 homo_lumo_gap_ev=9.29
C 1.127 0.173 1.379
C 0.666 0.165 -0.063
C 1.465 -0.945 -0.800
S 3.323 -0.851 -0.872
N -0.790 0.063 -0.271
C -1.864 0.937 0.037
N -3.029 0.757 -0.801
H 0.772 -0.792 1.794
H 0.429 0.934 1.827
H 2.158 0.283 1.619
H 0.893 1.120 -0.536
H 1.042 -1.035 -1.917
H 1.594 -1.772 -0.146
H 3.980 -1.963 -0.755
H -1.053 -0.854 -0.370
H -1.543 1.970 -0.058
H -2.073 0.761 1.152
H -3.771 1.222 -0.224
H -3.327 -0.173 -0.995